1:
The following is a quantum chemistry calculation of a cluster of 29 separate species, H58O29 in total, from the OMol25 dataset.

The value obtained for the LUMO energy is -0.531 eV. The value obtained for the frontier orbital gap is 10.184 eV. The HOMO energy is -10.7 eV.

Last column: Mulliken charge in e.
Cartesian coordinates (Å):
O1 -2.88783 -1.58899 -1.69607  -0.671
H1 -2.71287 -2.19565 -0.91202  0.280
H2 -2.25227 -1.72382 -2.40619  0.281
O2 5.25834 -1.75052 -0.07982  -0.643
H3 5.98609 -2.18055 -0.53796  0.274
H4 4.75773 -1.22704 -0.72413  0.434
O3 -5.09588 0.94074 -3.72127  -0.669
H5 -5.91179 1.52615 -3.69599  0.335
H6 -4.70462 0.95149 -2.88182  0.476
O4 -0.69312 3.47512 1.60674  -0.465
H7 0.04946 4.09428 1.84677  0.291
H8 -1.10057 4.01840 0.94768  0.253
O5 -1.54930 -5.86693 0.44055  -0.701
H9 -2.08141 -5.17708 0.92688  0.304
H10 -1.55204 -5.48057 -0.45843  0.335
O6 0.35409 -1.46506 -2.38490  -0.747
H11 0.44540 -0.92278 -1.53227  0.191
H12 0.29505 -0.82260 -3.15835  0.313
O7 0.36307 -4.23557 -2.39495  -0.628
H13 0.49276 -3.26124 -2.39203  0.435
H14 0.94993 -4.46361 -3.10504  0.301
O8 1.09070 -1.32508 4.02354  -0.796
H15 1.87579 -1.83711 4.40307  0.404
H16 1.08386 -1.60651 3.08443  0.443
O9 -2.09250 5.14593 -0.30748  -0.809
H17 -3.01517 5.53312 -0.13811  0.393
H18 -2.32765 4.27265 -0.81350  0.411
O10 -1.89037 0.23271 1.91970  -0.512
H19 -2.41498 1.03049 1.84698  0.220
H20 -2.04089 -0.03617 2.82366  0.274
O11 -3.75681 2.80752 1.49131  -0.615
H21 -4.61332 3.16754 1.69220  0.245
H22 -3.10263 3.49920 1.06580  0.322
O12 2.82101 1.99597 -0.40843  -0.702
H23 2.74890 2.48684 0.36366  0.238
H24 2.08841 2.43458 -0.96735  0.310
O13 0.00148 0.93856 -4.24720  -0.602
H25 0.58822 0.88809 -5.02255  0.274
H26 -0.90876 1.06321 -4.63418  0.398
O14 3.28809 -4.06630 1.12120  -0.590
H27 3.80094 -3.84374 0.31948  0.253
H28 2.59214 -4.62236 0.78398  0.399
O15 0.43875 0.33603 -0.12418  0.505
H29 -0.28475 0.28624 0.54310  -0.065
H30 0.79918 1.24562 -0.11969  -0.080
O16 0.64851 2.98330 -2.14245  -0.747
H31 0.34685 3.93158 -2.19526  0.443
H32 0.38361 2.62442 -2.96827  0.209
O17 -0.13754 5.56848 -2.04055  -0.767
H33 -0.74022 5.41311 -1.27671  0.445
H34 -0.72148 5.54523 -2.84104  0.334
O18 -2.03432 2.92841 -1.89119  -0.782
H35 -2.54220 2.15223 -1.76147  0.427
H36 -1.14967 2.67680 -1.76504  0.347
O19 -1.80283 -2.67997 0.98952  -0.555
H37 -2.05645 -1.80773 1.19212  0.224
H38 -0.95140 -2.87310 1.38927  0.298
O20 1.31128 -2.13816 1.42889  -0.412
H39 1.17350 -1.49464 0.71132  0.125
H40 1.98078 -2.80375 1.23938  0.318
O21 3.60863 -0.34369 -1.80056  -0.755
H41 2.77469 -0.76007 -1.78270  0.302
H42 3.56339 0.55497 -1.46227  0.395
O22 -3.81779 0.91758 -1.34700  -0.843
H43 -3.42122 -0.01619 -1.23596  0.374
H44 -3.89813 1.30579 -0.43645  0.348
O23 1.33719 -5.72303 0.04811  -0.698
H45 0.52371 -5.76702 0.55412  0.352
H46 1.03078 -5.51763 -0.84666  0.327
O24 -1.57505 -1.10766 4.20584  -0.680
H47 -0.61547 -1.14147 4.29202  0.433
H48 -1.93091 -1.98608 4.29495  0.252
O25 0.20034 1.60069 3.77992  -0.735
H49 0.56476 0.73925 3.86872  0.423
H50 -0.29197 1.57488 2.93914  0.261
O26 -2.50106 1.75416 -4.57722  -0.767
H51 -3.36066 1.61036 -4.20167  0.295
H52 -2.08737 2.30208 -3.89664  0.429
O27 3.36179 -2.90870 4.14232  -0.640
H53 3.39032 -3.81625 3.77521  0.270
H54 4.00028 -2.37277 3.70786  0.388
O28 1.95856 2.90862 2.22902  -0.627
H55 1.28897 2.30854 2.73568  0.474
H56 2.21408 3.57037 2.92599  0.262
O29 4.96753 -1.07141 2.80821  -0.693
H57 4.78607 -0.11354 2.96644  0.310
H58 5.04029 -1.19919 1.85828  0.339


2:
The following is a quantum chemistry calculation of a cluster of 29 separate species, H58O29 in total, from the OMol25 dataset.

The value obtained for the LUMO energy is -1.339 eV. The value obtained for the frontier orbital gap is 7.689 eV. The HOMO energy is -9.0 eV.

Last column: Mulliken charge in e.
Cartesian coordinates (Å):
O1 -14.24751 -0.76376 -3.26721  -0.279
H1 -14.59852 -1.19834 -2.48993  0.352
H2 -14.97679 -0.75492 -3.88714  0.175
O2 -14.78437 -2.43590 -6.29150  0.715
H3 -15.21111 -1.73861 -5.79359  -0.020
H4 -15.42953 -3.14258 -6.31614  -0.008
O3 -19.51938 -1.75392 -6.08187  -0.711
H5 -19.44947 -2.69606 -6.23588  0.338
H6 -19.41917 -1.65747 -5.13483  0.388
O4 -20.21056 -4.66616 -5.60918  -0.629
H7 -19.46260 -4.46840 -5.04555  0.397
H8 -20.67724 -5.36574 -5.15197  0.297
O5 -13.66236 -8.43215 -6.46106  -0.644
H9 -14.25892 -7.83442 -6.01044  0.351
H10 -12.95339 -7.87144 -6.77602  0.302
O6 -15.75109 -2.77541 -9.39828  -0.730
H11 -16.12738 -2.08819 -8.84840  0.228
H12 -16.42167 -3.45806 -9.42178  0.264
O7 -16.48214 -4.69896 -6.17555  -0.719
H13 -17.03975 -4.24954 -5.54047  0.194
H14 -16.81129 -5.59767 -6.19028  0.233
O8 -12.43088 0.30073 -6.17944  -0.640
H15 -11.67000 0.72217 -5.77985  0.271
H16 -12.87828 -0.12822 -5.45000  0.240
O9 -16.38382 -0.70808 -4.86745  -0.659
H17 -16.69877 -0.23547 -4.09694  0.212
H18 -16.84989 -0.30793 -5.60154  0.147
O10 -16.87648 -7.57226 -6.69913  -0.474
H19 -17.26411 -7.94323 -7.49181  0.193
H20 -17.32744 -8.01629 -5.98100  0.240
O11 -14.89316 -2.27364 -1.38785  -0.599
H21 -15.52721 -2.16026 -0.67979  0.240
H22 -15.16126 -3.08309 -1.82275  0.386
O12 -17.18469 0.92386 -2.65680  -0.502
H23 -18.07361 1.00915 -2.31216  0.238
H24 -16.69414 1.62769 -2.23229  0.244
O13 -14.42500 -5.89336 -4.64597  -0.659
H25 -13.54559 -5.83049 -5.01869  0.389
H26 -15.00439 -5.59233 -5.34592  0.408
O14 -9.40158 -2.60851 -7.26623  -0.615
H27 -10.01673 -2.32169 -6.59128  0.299
H28 -9.28813 -3.54521 -7.10513  0.284
O15 -13.48045 -4.06711 -9.07643  -0.639
H29 -13.22832 -4.18335 -8.16038  0.296
H30 -14.26398 -3.51836 -9.04190  0.435
O16 -13.18446 0.51392 -0.80920  -0.662
H31 -13.36913 -0.12707 -1.49568  0.350
H32 -13.23124 1.36084 -1.25278  0.275
O17 -11.92034 -5.79243 -5.93833  -0.574
H33 -11.30966 -6.38162 -6.38123  0.280
H34 -11.56496 -4.91735 -6.09378  0.219
O18 -11.95477 -2.98475 -5.60627  -0.420
H35 -12.82504 -2.64156 -5.80898  0.128
H36 -11.93938 -3.05112 -4.65150  0.321
O19 -12.20003 -2.77064 -11.53640  -0.620
H37 -12.74288 -3.02512 -10.79021  0.378
H38 -11.77072 -3.58173 -11.80854  0.281
O20 -15.34863 -4.62120 -2.44863  -0.611
H39 -14.98412 -5.25496 -1.83079  0.303
H40 -15.05792 -4.92859 -3.30725  0.368
O21 -19.54492 -1.73080 -3.42673  -0.652
H41 -19.51841 -2.15655 -2.56984  0.246
H42 -20.37461 -1.25349 -3.43198  0.235
O22 -14.94298 2.05375 -9.85785  -0.642
H43 -14.72229 1.38582 -9.20870  0.437
H44 -14.10156 2.30622 -10.23799  0.292
O23 -14.29717 -0.08510 -8.45481  -0.716
H45 -13.74609 0.12240 -7.70017  0.340
H46 -14.99556 -0.63406 -8.09826  0.281
O24 -18.07414 -4.01176 -4.00545  -0.495
H47 -17.97090 -4.55272 -3.22255  0.229
H48 -18.25166 -3.13354 -3.66864  0.161
O25 -16.45412 -7.09998 -9.79872  -0.586
H49 -17.26789 -7.60278 -9.83334  0.291
H50 -16.06043 -7.33807 -8.95934  0.325
O26 -14.53041 -0.93473 -11.06481  -0.568
H51 -14.18405 -0.80444 -10.18203  0.317
H52 -15.31643 -1.46611 -10.93820  0.327
O27 -11.97423 -2.77374 -2.53121  -0.647
H53 -12.82546 -3.07657 -2.21509  0.310
H54 -11.95216 -1.84338 -2.30721  0.295
O28 -17.22464 -1.29412 -7.53684  -0.623
H55 -17.50286 -0.81531 -8.31759  0.335
H56 -17.98928 -1.27957 -6.96122  0.265
O29 -14.51872 3.11119 -4.49484  -0.620
H57 -14.15614 3.15925 -3.61027  0.302
H58 -14.28978 2.23354 -4.80070  0.319


Unit: kcal/mol. Relative energies: 1 0.0; 2 68.5.


1:
The following is a quantum chemistry calculation of an isolated molecule of C3H4F2O, from the OMol25 dataset.

The value obtained for the LUMO energy is 0.821 eV. The value obtained for the frontier orbital gap is 10.378 eV. The HOMO energy is -9.6 eV. The SMILES is OC/C(F)=C\F.

Last column: natural (NBO) charge in e.
Cartesian coordinates (Å):
O1 -1.59154 -0.87442 -0.32686  -0.696
C1 -1.07806 0.36496 0.10425  -0.122
C2 0.40177 0.49221 -0.10045  0.291
F1 0.75278 1.77878 -0.21931  -0.329
C3 1.48107 -0.29928 -0.08817  0.133
F2 1.28915 -1.61244 -0.08719  -0.337
H1 -0.97925 -1.56917 0.02218  0.478
H2 -1.27422 0.55106 1.20059  0.182
H3 -1.54737 1.18143 -0.45973  0.208
H4 2.54565 -0.01313 -0.04531  0.192


2:
The following is a quantum chemistry calculation of a structure of composition C3H4F2O, from the OMol25 dataset.

The value obtained for the LUMO energy is 0.630 eV. The value obtained for the frontier orbital gap is 11.988 eV. The HOMO energy is -11.4 eV.

Last column: natural (NBO) charge in e.
Cartesian coordinates (Å):
C1 -2.12268 0.32701 0.57972  -0.200
C2 -1.35343 0.41801 -0.34119  -0.279
C3 2.37518 0.24678 -0.45111  0.808
O1 2.13091 -0.02906 0.89005  -0.775
F1 3.07067 1.30022 -0.56641  -0.289
F2 3.22423 -0.83103 -0.88935  -0.385
H1 -2.72196 0.18008 1.44550  0.238
H2 1.18546 0.01739 -1.03262  0.109
H3 -0.90017 0.99561 -1.11522  0.242
H4 1.21741 -0.23582 1.36918  0.532


Unit: kcal/mol. Relative energies: 1 0.0; 2 51.6.


1:
The following is a quantum chemistry calculation of an isolated molecule of C3H4F2O, from the OMol25 dataset.

The value obtained for the LUMO energy is 0.188 eV. The value obtained for the frontier orbital gap is 10.845 eV. The HOMO energy is -10.7 eV. The SMILES is O=C[C@H](F)CF.

Last column: natural (NBO) charge in e.
Cartesian coordinates (Å):
O1 1.81523 -0.97876 -0.25330  -0.512
C1 1.33622 0.13546 -0.03532  0.407
C2 -0.12888 0.45216 -0.38082  0.058
F1 -0.28758 1.83276 -0.12476  -0.341
C3 -0.88282 -0.50370 0.42781  -0.005
F2 -2.08655 -0.69445 -0.36913  -0.378
H1 1.82121 1.02634 0.30056  0.135
H2 -0.17334 -0.04108 -1.45247  0.229
H3 -1.01900 0.17524 1.32235  0.193
H4 -0.39448 -1.40397 0.56508  0.214


2:
The following is a quantum chemistry calculation of an isolated molecule of C3H4F2O, from the OMol25 dataset.

The value obtained for the LUMO energy is 0.818 eV. The value obtained for the frontier orbital gap is 10.909 eV. The HOMO energy is -10.1 eV. The SMILES is O=C[C@H](F)CF.

Last column: natural (NBO) charge in e.
Cartesian coordinates (Å):
O1 -2.62125 0.33741 0.26045  -0.490
C1 -1.65525 -0.09411 0.80482  0.426
C2 -0.20096 -0.45367 0.03722  0.091
F1 0.26771 -1.52199 0.70957  -0.333
C3 0.77907 0.66762 0.01933  0.006
F2 1.20994 0.78783 1.35068  -0.363
H1 -1.60526 -0.17368 1.84504  0.120
H2 -0.41953 -0.70466 -1.03671  0.173
H3 0.42258 1.66959 -0.31605  0.193
H4 1.55468 0.37054 -0.63655  0.177


Unit: kcal/mol. Relative energies: 1 14.5; 2 0.0.


1:
The following is a quantum chemistry calculation of a cluster of 11 separate species, C3H27O11 in total, from the OMol25 dataset.

The value obtained for the LUMO energy is 2.584 eV. The value obtained for the frontier orbital gap is 7.876 eV. As for the net charge: -1. The HOMO energy is -5.3 eV.

Last column: natural (NBO) charge in e.
Cartesian coordinates (Å):
C1 0.51480 1.39719 1.45543  -0.644
C2 -0.16511 1.34152 0.10575  0.059
C3 0.72629 1.44015 -1.07634  -0.604
O1 -0.66521 0.02891 -0.14445  -1.020
H1 0.71110 0.37960 1.85529  0.221
H2 -0.13354 1.99799 2.07743  0.191
H3 1.48722 1.78504 1.33590  0.194
H4 -0.91495 2.06603 0.11207  0.147
H5 0.12530 1.76155 -1.83456  0.198
H6 1.24849 0.48377 -1.33223  0.200
H7 1.57620 2.17773 -0.97126  0.172
O2 -3.01278 1.21440 -1.38025  -0.961
H8 -2.19456 0.88379 -0.98152  0.490
H9 -2.54833 1.58920 -2.14266  0.452
O3 -2.39251 0.33852 2.06494  -0.968
H10 -1.76509 0.17584 1.35699  0.504
H11 -2.04790 1.08073 2.59560  0.437
O4 0.41830 -0.46733 -4.45016  -0.968
H12 0.06713 -0.49191 -3.56302  0.495
H13 -0.25945 -0.08617 -5.01473  0.461
O5 3.55147 0.30976 0.38071  -0.956
H14 2.61010 0.55362 0.37685  0.479
H15 3.53488 -0.58554 0.05140  0.478
O6 -3.75300 -1.57006 -0.51436  -0.960
H16 -3.14951 -0.84581 -0.82217  0.497
H17 -4.51220 -1.52118 -1.13167  0.455
O7 0.71176 1.71081 5.01359  -0.926
H18 -0.10215 2.09278 4.70780  0.461
H19 0.42281 0.79273 4.97223  0.466
O8 -1.59498 -1.14285 -2.59935  -0.996
H20 -1.65805 -2.07380 -2.43747  0.477
H21 -1.30581 -0.76702 -1.76733  0.507
O9 1.75001 -2.11925 -2.34193  -0.966
H22 1.43862 -1.45156 -1.72872  0.486
H23 1.09336 -2.29254 -3.05572  0.477
O10 0.79782 -1.99769 0.45944  -1.001
H24 0.16532 -1.29589 0.32246  0.498
H25 1.34733 -1.65074 1.11746  0.458
O11 2.46580 -1.90234 2.63895  -0.941
H26 2.27262 -2.12583 3.56996  0.471
H27 3.13840 -1.21416 2.71961  0.479


2:
The following is a quantum chemistry calculation of a cluster of 11 separate species, C3H27O11 in total, from the OMol25 dataset.

The value obtained for the LUMO energy is 2.767 eV. The value obtained for the frontier orbital gap is 7.881 eV. As for the net charge: -1. The HOMO energy is -5.1 eV.

Last column: natural (NBO) charge in e.
Cartesian coordinates (Å):
C1 0.00490 2.21693 -0.95515  -0.649
C2 -0.56410 0.81293 -0.75915  0.096
C3 0.46490 -0.15407 -1.33515  -0.610
O1 -0.51310 0.29993 0.49285  -1.005
H1 -0.76310 2.92893 -0.70115  0.224
H2 0.09790 2.49693 -1.98415  0.202
H3 0.90390 2.52293 -0.38515  0.177
H4 -1.49210 0.61593 -1.22715  0.117
H5 0.28290 -1.20107 -1.02915  0.219
H6 1.49490 0.13493 -1.07615  0.167
H7 0.54590 -0.06607 -2.45415  0.179
O2 -0.02710 4.71693 2.23885  -0.919
H8 0.23290 4.22293 2.97685  0.466
H9 0.71990 4.51893 1.69685  0.453
O3 1.02290 1.76293 2.15585  -0.971
H10 1.77790 2.28493 1.96685  0.438
H11 0.68290 1.41993 1.33385  0.504
O4 3.86390 2.06993 -1.13015  -0.933
H12 3.94690 1.46293 -1.83515  0.463
H13 2.94790 1.97493 -0.93715  0.470
O5 0.54190 -2.70907 -3.50615  -0.951
H14 0.58090 -3.28307 -2.72415  0.494
H15 1.42490 -2.59407 -3.66315  0.447
O6 0.91590 -3.88107 -0.66515  -1.013
H16 0.00990 -3.98907 -0.38615  0.506
H17 1.24490 -3.04607 -0.32515  0.498
O7 -2.77510 -1.40607 -0.99615  -0.923
H18 -2.18610 -0.70207 -0.86215  0.480
H19 -3.53910 -1.09607 -0.55115  0.465
O8 -1.57310 -1.30407 2.49085  -0.966
H20 -1.16710 -1.44107 3.33885  0.466
H21 -0.95210 -0.86307 1.95085  0.512
O9 -1.45910 -3.24307 0.58085  -1.022
H22 -1.82310 -2.52307 0.02285  0.493
H23 -1.48710 -2.88107 1.47085  0.496
O10 -2.78910 1.38793 1.47585  -0.986
H24 -1.91410 0.98393 1.27885  0.506
H25 -3.43710 0.78193 1.10185  0.438
O11 1.53790 -1.46407 1.03685  -1.001
H26 2.33190 -0.95007 1.16285  0.460
H27 0.88290 -0.82007 0.71485  0.511


Unit: kcal/mol. Relative energies: 1 6.0; 2 0.0.